Here is 2 unconnected molecules or ions with the total composition C5H10 from OMol25. Energies are from wB97M-V/def2-TZVPD.

Results
- E_LUMO (eV) = 1.265
- ΔE to the lowest compared entry with this formula, charge and spin (eV) = 1.865
- gap between HOMO and LUMO (eV) = 10.60
- highest occupied orbital energy (eV) = -9.33

XYZ file:
```
15
Properties=species:S:1:pos:R:3:forces:R:3
C 0.3845 -0.8972 1.5059 -0.098 0.120 0.064
C -0.4504 0.1315 1.4086 0.097 -0.152 0.091
C -0.0817 1.4729 0.8494 0.045 0.055 0.038
H 1.4081 -0.8263 1.1407 -0.161 0.000 0.061
H 0.0815 -1.8469 1.9375 0.008 0.137 -0.030
H -1.4744 0.0256 1.7679 0.148 -0.020 0.007
H 0.0731 2.1745 1.6760 -0.041 0.047 -0.109
H -0.8740 1.8862 0.2134 0.115 -0.109 0.107
H 0.8395 1.4272 0.2605 -0.126 -0.024 0.138
C 0.4130 -1.0927 -1.6509 -0.102 0.106 -0.120
C -0.3896 -0.0754 -1.9349 0.095 -0.156 -0.053
H 1.4688 -1.0843 -1.9101 -0.146 0.016 -0.038
H 0.0527 -1.9671 -1.1152 0.036 0.142 -0.117
H -1.4365 -0.0823 -1.6392 0.153 -0.019 -0.068
H -0.0344 0.8155 -2.4464 -0.023 -0.143 0.029
```
Positions in Å, forces in eV/Å.